No. 1
{"formula": "C30H25ClN2O2OsPS", "method": "ωB97M-V/def2-TZVPD", "energy_ev": -73675.0131, "total_charge": 3, "homo_ha": [-0.622, -0.622], "species": ["Os", "Cl", "C", "C", "C", "C", "C", "C", "P", "C", "C", "C", "C", "C", "C", "C", "C", "C", "C", "C", "C", "H", "H", "H", "H", "H", "H", "H", "H", "H", "H", "H", "H", "H", "H", "C", "C", "C", "C", "C", "C", "C", "S", "O", "O", "N", "C", "C", "C", "C", "C", "N", "H", "H", "H", "H", "H", "H", "H", "H", "H", "H", "H"], "coordinates": [[0.13, 0.75, -1.40], [-0.14, 0.39, -3.68], [-0.81, -1.24, -3.96], [-0.87, -1.68, -5.26], [-1.39, -2.96, -5.46], [-1.83, -3.72, -4.39], [-1.75, -3.23, -3.09], [-1.23, -1.96, -2.86], [-1.12, -1.24, -1.21], [-1.41, -2.57, -0.09], [-2.67, -2.73, 0.49], [-2.93, -3.88, 1.22], [-1.93, -4.83, 1.40], [-0.67, -4.65, 0.83], [-0.40, -3.52, 0.09], [-2.36, 0.04, -1.17], [-3.32, 0.19, -2.21], [-4.23, 1.20, -2.12], [-4.17, 2.15, -1.05], [-3.22, 2.04, -0.04], [-2.32, 0.99, -0.08], [-0.52, -1.07, -6.09], [-1.45, -3.35, -6.47], [-2.24, -4.71, -4.56], [-2.09, -3.83, -2.26], [-3.45, -1.99, 0.35], [-3.91, -4.03, 1.64], [-2.13, -5.70, 2.00], [0.10, -5.40, 0.97], [0.59, -3.38, -0.34], [-3.37, -0.52, -3.03], [-5.01, 1.29, -2.87], [-4.89, 2.96, -1.01], [-3.20, 2.73, 0.79], [-1.66, 0.84, 0.75], [5.43, 0.93, 5.01], [4.13, 0.93, 4.25], [3.83, -0.12, 3.38], [2.64, -0.14, 2.68], [1.74, 0.92, 2.88], [2.02, 1.98, 3.74], [3.21, 1.97, 4.42], [0.29, 0.95, 1.98], [-0.53, 2.06, 2.32], [-0.26, -0.35, 1.79], [0.81, 1.35, 0.33], [1.34, 2.57, -0.11], [1.82, 3.66, 0.57], [2.29, 4.71, -0.21], [2.27, 4.63, -1.59], [1.75, 3.50, -2.21], [1.29, 2.49, -1.46], [6.19, 0.32, 4.53], [5.27, 0.51, 6.01], [5.81, 1.94, 5.16], [4.54, -0.93, 3.25], [2.39, -0.97, 2.02], [1.29, 2.78, 3.89], [3.45, 2.77, 5.11], [1.82, 3.69, 1.66], [2.68, 5.60, 0.27], [2.65, 5.44, -2.20], [1.71, 3.40, -3.29]]}

***

No. 2
{"formula": "C30H25F2N2OPS", "method": "ωB97M-V/def2-TZVPD", "energy_ev": -62099.7298, "smiles": "NP(O)c1cccc2c1Sc1cccc(-c3ccccc3)c1N2.Fc1ccccc1.Fc1ccccc1", "homo_ha": -0.304, "species": ["N", "P", "O", "C", "C", "C", "C", "C", "C", "S", "C", "C", "C", "C", "C", "C", "C", "C", "C", "C", "C", "C", "N", "H", "H", "H", "H", "H", "H", "H", "H", "H", "H", "H", "H", "H", "H", "H", "F", "C", "C", "C", "C", "C", "C", "H", "H", "H", "H", "H", "F", "C", "C", "C", "C", "C", "C", "H", "H", "H", "H", "H"], "coordinates": [[-1.52, -3.22, -6.70], [-0.18, -2.10, -6.41], [0.92, -2.96, -5.44], [-0.98, -0.73, -5.41], [-2.41, -0.35, -5.61], [-3.05, 0.70, -4.83], [-2.32, 1.43, -3.78], [-0.91, 1.08, -3.55], [-0.27, 0.01, -4.36], [1.48, -0.30, -3.89], [1.29, -0.30, -2.06], [1.91, -1.30, -1.20], [1.61, -1.19, 0.25], [0.74, -0.13, 0.76], [0.12, 0.90, -0.12], [-0.80, 1.97, 0.50], [-0.57, 2.40, 1.89], [-1.45, 3.39, 2.53], [-2.58, 3.99, 1.83], [-2.83, 3.58, 0.44], [-1.94, 2.59, -0.19], [0.41, 0.79, -1.55], [-0.16, 1.77, -2.48], [-1.59, -3.38, -7.71], [-1.34, -4.10, -6.21], [0.47, -3.27, -4.62], [-2.98, -0.93, -6.38], [-4.13, 0.93, -4.99], [-2.86, 2.21, -3.19], [2.55, -2.12, -1.62], [2.01, -1.92, 0.99], [0.50, -0.08, 1.85], [0.29, 1.92, 2.41], [-1.19, 3.64, 3.59], [-3.23, 4.73, 2.37], [-3.69, 4.01, -0.14], [-2.18, 2.30, -1.24], [0.67, 2.13, -2.98], [-0.77, -1.46, 4.14], [-2.09, -1.25, 3.95], [-2.99, -2.22, 4.34], [-4.35, -2.00, 4.14], [-4.79, -0.81, 3.56], [-3.86, 0.15, 3.17], [-2.51, -0.06, 3.37], [-2.63, -3.14, 4.79], [-5.07, -2.75, 4.45], [-5.85, -0.64, 3.40], [-4.20, 1.07, 2.71], [-1.78, 0.68, 3.08], [5.74, -1.03, 5.31], [5.83, -0.75, 4.00], [7.08, -0.60, 3.42], [7.17, -0.32, 2.07], [6.02, -0.18, 1.30], [4.77, -0.33, 1.90], [4.68, -0.63, 3.25], [7.97, -0.70, 4.03], [8.15, -0.20, 1.60], [6.09, 0.05, 0.25], [3.87, -0.22, 1.30], [3.71, -0.76, 3.73]]}

***

Please write out number 2 again, unchanged.
{"formula": "C30H25F2N2OPS", "method": "ωB97M-V/def2-TZVPD", "energy_ev": -62099.7298, "smiles": "NP(O)c1cccc2c1Sc1cccc(-c3ccccc3)c1N2.Fc1ccccc1.Fc1ccccc1", "homo_ha": -0.304, "species": ["N", "P", "O", "C", "C", "C", "C", "C", "C", "S", "C", "C", "C", "C", "C", "C", "C", "C", "C", "C", "C", "C", "N", "H", "H", "H", "H", "H", "H", "H", "H", "H", "H", "H", "H", "H", "H", "H", "F", "C", "C", "C", "C", "C", "C", "H", "H", "H", "H", "H", "F", "C", "C", "C", "C", "C", "C", "H", "H", "H", "H", "H"], "coordinates": [[-1.52, -3.22, -6.70], [-0.18, -2.10, -6.41], [0.92, -2.96, -5.44], [-0.98, -0.73, -5.41], [-2.41, -0.35, -5.61], [-3.05, 0.70, -4.83], [-2.32, 1.43, -3.78], [-0.91, 1.08, -3.55], [-0.27, 0.01, -4.36], [1.48, -0.30, -3.89], [1.29, -0.30, -2.06], [1.91, -1.30, -1.20], [1.61, -1.19, 0.25], [0.74, -0.13, 0.76], [0.12, 0.90, -0.12], [-0.80, 1.97, 0.50], [-0.57, 2.40, 1.89], [-1.45, 3.39, 2.53], [-2.58, 3.99, 1.83], [-2.83, 3.58, 0.44], [-1.94, 2.59, -0.19], [0.41, 0.79, -1.55], [-0.16, 1.77, -2.48], [-1.59, -3.38, -7.71], [-1.34, -4.10, -6.21], [0.47, -3.27, -4.62], [-2.98, -0.93, -6.38], [-4.13, 0.93, -4.99], [-2.86, 2.21, -3.19], [2.55, -2.12, -1.62], [2.01, -1.92, 0.99], [0.50, -0.08, 1.85], [0.29, 1.92, 2.41], [-1.19, 3.64, 3.59], [-3.23, 4.73, 2.37], [-3.69, 4.01, -0.14], [-2.18, 2.30, -1.24], [0.67, 2.13, -2.98], [-0.77, -1.46, 4.14], [-2.09, -1.25, 3.95], [-2.99, -2.22, 4.34], [-4.35, -2.00, 4.14], [-4.79, -0.81, 3.56], [-3.86, 0.15, 3.17], [-2.51, -0.06, 3.37], [-2.63, -3.14, 4.79], [-5.07, -2.75, 4.45], [-5.85, -0.64, 3.40], [-4.20, 1.07, 2.71], [-1.78, 0.68, 3.08], [5.74, -1.03, 5.31], [5.83, -0.75, 4.00], [7.08, -0.60, 3.42], [7.17, -0.32, 2.07], [6.02, -0.18, 1.30], [4.77, -0.33, 1.90], [4.68, -0.63, 3.25], [7.97, -0.70, 4.03], [8.15, -0.20, 1.60], [6.09, 0.05, 0.25], [3.87, -0.22, 1.30], [3.71, -0.76, 3.73]]}

***

What did the second record say?
{"formula": "C30H25F2N2OPS", "method": "ωB97M-V/def2-TZVPD", "energy_ev": -62099.7298, "smiles": "NP(O)c1cccc2c1Sc1cccc(-c3ccccc3)c1N2.Fc1ccccc1.Fc1ccccc1", "homo_ha": -0.304, "species": ["N", "P", "O", "C", "C", "C", "C", "C", "C", "S", "C", "C", "C", "C", "C", "C", "C", "C", "C", "C", "C", "C", "N", "H", "H", "H", "H", "H", "H", "H", "H", "H", "H", "H", "H", "H", "H", "H", "F", "C", "C", "C", "C", "C", "C", "H", "H", "H", "H", "H", "F", "C", "C", "C", "C", "C", "C", "H", "H", "H", "H", "H"], "coordinates": [[-1.52, -3.22, -6.70], [-0.18, -2.10, -6.41], [0.92, -2.96, -5.44], [-0.98, -0.73, -5.41], [-2.41, -0.35, -5.61], [-3.05, 0.70, -4.83], [-2.32, 1.43, -3.78], [-0.91, 1.08, -3.55], [-0.27, 0.01, -4.36], [1.48, -0.30, -3.89], [1.29, -0.30, -2.06], [1.91, -1.30, -1.20], [1.61, -1.19, 0.25], [0.74, -0.13, 0.76], [0.12, 0.90, -0.12], [-0.80, 1.97, 0.50], [-0.57, 2.40, 1.89], [-1.45, 3.39, 2.53], [-2.58, 3.99, 1.83], [-2.83, 3.58, 0.44], [-1.94, 2.59, -0.19], [0.41, 0.79, -1.55], [-0.16, 1.77, -2.48], [-1.59, -3.38, -7.71], [-1.34, -4.10, -6.21], [0.47, -3.27, -4.62], [-2.98, -0.93, -6.38], [-4.13, 0.93, -4.99], [-2.86, 2.21, -3.19], [2.55, -2.12, -1.62], [2.01, -1.92, 0.99], [0.50, -0.08, 1.85], [0.29, 1.92, 2.41], [-1.19, 3.64, 3.59], [-3.23, 4.73, 2.37], [-3.69, 4.01, -0.14], [-2.18, 2.30, -1.24], [0.67, 2.13, -2.98], [-0.77, -1.46, 4.14], [-2.09, -1.25, 3.95], [-2.99, -2.22, 4.34], [-4.35, -2.00, 4.14], [-4.79, -0.81, 3.56], [-3.86, 0.15, 3.17], [-2.51, -0.06, 3.37], [-2.63, -3.14, 4.79], [-5.07, -2.75, 4.45], [-5.85, -0.64, 3.40], [-4.20, 1.07, 2.71], [-1.78, 0.68, 3.08], [5.74, -1.03, 5.31], [5.83, -0.75, 4.00], [7.08, -0.60, 3.42], [7.17, -0.32, 2.07], [6.02, -0.18, 1.30], [4.77, -0.33, 1.90], [4.68, -0.63, 3.25], [7.97, -0.70, 4.03], [8.15, -0.20, 1.60], [6.09, 0.05, 0.25], [3.87, -0.22, 1.30], [3.71, -0.76, 3.73]]}